Record 1
31
Properties=species:S:1:pos:R:3:nbo_charge:R:1 method="wB97M-V/def2-TZVPD" fmax_ev_per_a=1.11 smiles="CS(=O)(=O)[C@](C#N)(OC(=O)c1ccccc1)[C@H](N)C#N" e_homo_ev=-9.87 lumo_ev=0.041 de_lowest_kcal_mol=25.8 homo_lumo_gap_ev=9.91 mol_weight_g_mol=293.3
C 1.98971 -2.68324 -0.02245 -0.8956
S 0.72780 -1.64668 -0.75123 2.1492
O -0.51353 -1.98842 -0.11700 -0.9132
O 0.82112 -1.73211 -2.17815 -0.9015
C 1.21629 0.07038 -0.22670 -0.0716
C 0.96197 0.17658 1.22608 0.2302
N 0.81931 0.42507 2.33748 -0.2565
O 0.58520 1.06643 -0.97273 -0.5248
C -0.74523 0.89362 -1.44768 0.7896
O -0.89902 0.82997 -2.62318 -0.4752
C -1.86447 0.90124 -0.47582 -0.2281
C -1.81067 1.52066 0.76758 -0.1040
C -2.91157 1.47693 1.60747 -0.2354
C -4.06357 0.81545 1.21719 -0.1734
C -4.13120 0.19953 -0.02889 -0.2165
C -3.03166 0.24843 -0.86611 -0.1303
C 2.79352 0.21665 -0.48705 -0.1478
N 3.66184 0.02342 0.64329 -0.8039
C 3.04827 1.57699 -1.00672 0.2701
N 3.24709 2.63322 -1.40349 -0.2624
H 2.95481 -2.53554 -0.49942 0.2466
H 2.04437 -2.46983 1.04617 0.2468
H 1.64812 -3.70656 -0.15383 0.2801
H -0.91436 2.04579 1.06558 0.2153
H -2.86033 1.95497 2.57642 0.2220
H -4.92285 0.76771 1.87393 0.2179
H -5.01289 -0.32255 -0.37232 0.2214
H -3.06451 -0.23761 -1.83204 0.2341
H 3.05829 -0.45794 -1.30240 0.2545
H 3.63296 0.79595 1.29218 0.3898
H 3.53519 -0.85851 1.11381 0.3726

=====

Record 2
29
Properties=species:S:1:pos:R:3:nbo_charge:R:1 method="wB97M-V/def2-TZVPD" fmax_ev_per_a=8.83 e_homo_ev="-18.94 / -18.94" lumo_ev="-13.975 / -13.975" charge=+3 de_lowest_kcal_mol=0.0 homo_lumo_gap_ev="4.96 / 4.96" mol_weight_g_mol=322.1
Y -0.08166 -0.36479 -0.82652 1.7737
O 0.07156 3.15361 -1.89295 -0.2560
C 0.00818 2.01942 -1.75983 0.4180
C 0.01706 -2.80385 -0.97261 0.4046
O 0.06120 -3.88452 -1.44157 -0.2113
C 2.22582 0.02398 -1.37713 0.3906
O 3.29502 0.27044 -1.75502 -0.2054
C -2.40119 0.05135 -1.30308 0.3935
O -3.44985 0.25804 -1.75372 -0.1979
C -0.01328 0.66506 -4.89406 -0.3922
H -0.96785 1.23650 -4.79602 0.2178
H 0.93595 1.24175 -4.78233 0.2170
C -0.01012 -0.65749 -5.00568 -0.3752
H 0.94134 -1.21838 -4.98834 0.2241
H -0.96137 -1.21829 -5.02574 0.2256
N 0.17586 0.95759 0.98545 -0.9168
C 0.05574 0.15716 2.13683 0.0036
C 1.21325 -0.26226 2.74718 -0.2308
C 1.16564 -0.56250 4.11177 -0.1450
C -0.08291 -0.45741 4.79664 -0.1110
C -1.27923 -0.16243 4.09012 -0.1503
C -1.21460 0.13188 2.72001 -0.2283
H 1.09929 1.30695 0.77321 0.4313
H -0.56878 1.60790 0.79690 0.4313
H 2.12130 -0.35141 2.13084 0.2247
H 2.08618 -0.81901 4.66972 0.2810
H -0.10861 -0.54039 5.90890 0.2833
H -2.25420 -0.10815 4.62109 0.2806
H -2.07976 0.32927 2.08595 0.2196